Record 1
The following is a quantum chemistry calculation of a structure of composition C44H55N6O2SbScSi at a distorted geometry, from the OMol25 dataset.

Results
Net charge: +1
Energy relative to the best compared isomer or geometry (same formula, charge and spin), eV: 0.000
E, Eh: -3478.9262

Cartesian coordinates (Å):
Sc -0.145 -1.269 -0.248
C -6.010 -0.669 -0.197
C -5.838 -1.892 -0.883
C -4.564 -2.459 -1.023
C -3.443 -1.767 -0.484
C -3.628 -0.513 0.180
C -4.900 0.029 0.283
N -2.144 -2.274 -0.543
N -2.100 -3.478 -1.134
C -0.909 -4.087 -1.058
C -0.744 -5.388 -1.690
C 0.501 -5.954 -1.704
C 1.604 -5.266 -1.133
C 1.387 -4.081 -0.485
N 0.144 -3.504 -0.404
H -7.036 -0.310 -0.017
H -6.728 -2.427 -1.243
H -4.395 -3.394 -1.557
H -2.776 -0.014 0.625
H -5.097 1.015 0.729
H -1.638 -5.895 -2.058
H 0.662 -6.931 -2.156
H 2.626 -5.653 -1.199
H 2.175 -3.495 0.002
C -0.280 0.985 0.399
Si -0.409 2.646 -0.398
C -1.780 2.712 -1.764
N -1.546 1.861 -2.867
C -0.664 2.230 -3.951
C -0.755 1.233 -5.089
C -2.176 0.986 -5.641
C -3.202 0.975 -4.489
C -2.528 0.782 -3.121
C 1.283 3.161 -1.081
C 1.328 4.353 -1.793
C 2.482 4.708 -2.457
C 3.644 3.955 -2.309
C 3.648 2.881 -1.427
C 2.468 2.488 -0.817
C -0.898 4.063 0.789
C -2.239 4.195 1.237
C -2.606 5.333 1.931
C -1.701 6.349 2.234
C -0.381 6.148 1.882
C 0.037 5.011 1.201
H -1.102 0.827 1.105
H 0.617 0.985 1.042
H -1.959 3.741 -2.081
H -2.682 2.345 -1.231
H 0.376 2.282 -3.582
H -0.857 3.283 -4.321
H -0.346 0.249 -4.781
H -0.100 1.596 -5.918
H -2.178 0.068 -6.238
H -2.415 1.820 -6.327
H -3.964 0.184 -4.608
H -3.793 1.901 -4.503
H -1.982 -0.194 -3.070
H -3.294 0.809 -2.311
H 0.457 5.007 -1.875
H 2.488 5.642 -3.016
H 4.527 4.206 -2.885
H 4.544 2.368 -1.196
H 2.473 1.668 -0.102
H -3.008 3.464 1.052
H -3.670 5.421 2.242
H -2.020 7.235 2.755
H 0.372 6.863 2.136
H 1.097 4.913 0.954
C 2.100 -1.033 -3.506
C 1.231 -1.134 -2.289
O 1.798 -1.162 -1.103
O -0.075 -1.178 -2.413
H 2.070 -0.017 -3.923
H 1.725 -1.733 -4.282
H 3.149 -1.273 -3.247
C 5.644 -0.430 2.025
C 4.300 0.104 1.584
Sb 2.593 -1.170 2.265
C 1.926 -0.039 4.063
C 3.019 0.261 5.035
C 3.474 -3.007 3.064
C 4.283 -3.833 2.049
H 6.499 0.230 1.791
H 5.839 -1.414 1.569
H 5.672 -0.595 3.113
H 4.152 0.155 0.477
H 4.085 1.109 2.036
H 1.125 -0.663 4.496
H 1.477 0.867 3.607
H 3.446 -0.703 5.403
H 2.720 0.855 5.922
H 3.816 0.828 4.561
H 2.627 -3.641 3.423
H 4.090 -2.676 3.922
H 3.606 -4.525 1.559
H 5.096 -4.447 2.497
H 4.777 -3.200 1.294
N -3.586 -4.209 6.250
C -2.976 -3.579 5.482
C -2.165 -2.908 4.522
C -1.348 -3.681 3.678
C -0.639 -3.023 2.684
N -0.752 -1.712 2.413
C -1.502 -0.947 3.269
C -2.187 -1.501 4.347
H -1.286 -4.751 3.830
H 0.098 -3.590 2.129
H -1.472 0.127 3.132
H -2.759 -0.828 4.957

---

Record 2
The following is a quantum chemistry calculation of a cluster of 3 separate species, C4H12O3 in total at a distorted geometry, from the OMol25 dataset.

Results
Net charge: 0
SMILES string: CC(C)C=O.O.O
Energy relative to the best compared isomer or geometry (same formula, charge and spin), eV: 1.692
E, Eh: -385.2596

Cartesian coordinates (Å):
C -0.655 1.211 0.155
C 0.638 0.731 0.808
C 1.639 1.923 1.055
C 0.318 -0.019 2.160
O -0.264 -1.096 2.094
H -0.607 1.690 -0.840
H -1.396 0.499 -0.037
H -1.024 1.934 0.804
H 1.107 0.054 -0.028
H 2.208 2.034 0.115
H 1.087 2.842 1.378
H 2.277 1.711 1.915
H 0.516 0.603 3.013
O -1.467 -1.659 -3.980
H -1.950 -2.333 -3.484
H -0.803 -1.441 -3.308
O -0.452 -2.592 -0.937
H -0.281 -2.439 0.054
H -0.893 -3.652 -0.940

---

Record 3
The following is a quantum chemistry calculation of the ion C7H8NS with charge +1 at a distorted geometry, from the OMol25 dataset.

Results
Net charge: +1
⟨S²⟩: 2.0062
Spin multiplicity: 3
Energy relative to the best compared isomer or geometry (same formula, charge and spin), eV: 0.656
E, Eh: -724.0076

Cartesian coordinates (Å):
C 1.406 2.682 0.226
C 1.363 1.511 0.055
C -0.800 -2.306 1.175
C 0.326 -0.621 0.089
C -0.975 -0.246 -0.100
C 1.527 0.163 -0.433
C -1.562 0.845 -0.886
N 0.422 -1.800 0.785
S -1.982 -1.478 0.451
H 1.201 3.621 0.535
H -0.987 -3.119 1.870
H 2.455 -0.323 -0.230
H 1.540 0.177 -1.489
H 1.229 -2.361 1.049
H -2.633 0.720 -0.795
H -1.141 1.779 -0.312
H -1.389 0.756 -1.989

---

Record 4
The following is a quantum chemistry calculation of a structure of composition C54H47BBrIN5O5RbSTe at a distorted geometry, from the OMol25 dataset.

Results
Net charge: -2
Energy relative to the best compared isomer or geometry (same formula, charge and spin), eV: 2.811
E, Eh: -6322.8133

Cartesian coordinates (Å):
Rb -23.502 9.922 -2.318
C -26.061 5.710 -3.743
C -25.252 6.739 -3.277
N -25.769 7.902 -2.842
C -27.088 8.086 -2.824
C -28.025 7.075 -3.265
C -27.467 5.867 -3.695
C -29.436 7.342 -3.196
C -29.886 8.501 -2.560
C -28.993 9.517 -2.193
C -27.591 9.369 -2.359
N -26.721 10.312 -2.133
C -26.990 11.607 -2.055
C -27.639 12.281 -3.074
C -27.877 13.679 -3.027
C -27.358 14.434 -1.978
C -26.671 13.774 -0.888
C -26.131 14.457 0.224
C -25.324 13.758 1.090
C -25.122 12.366 0.918
N -25.586 11.712 -0.145
C -26.406 12.376 -0.993
H -25.628 4.804 -4.137
H -24.171 6.583 -3.207
H -28.142 5.039 -3.937
H -30.126 6.607 -3.588
H -30.947 8.647 -2.365
H -29.392 10.479 -1.879
H -28.072 11.719 -3.893
H -28.508 14.168 -3.780
H -27.376 15.545 -1.976
H -26.295 15.519 0.344
H -24.787 14.277 1.884
H -24.495 11.799 1.641
O -20.258 12.594 -4.647
S -21.633 12.545 -4.184
O -22.471 11.446 -4.561
N -21.753 12.480 -2.557
C -21.184 13.424 -1.799
C -20.604 14.680 -2.154
C -20.057 15.522 -1.170
C -20.033 15.183 0.175
C -20.600 13.951 0.585
C -20.536 13.508 1.920
C -20.853 12.173 2.202
C -21.331 11.365 1.175
N -21.557 11.787 -0.067
C -21.140 13.034 -0.382
C -22.525 14.032 -4.690
C -21.961 14.924 -5.617
C -22.736 15.982 -6.079
C -24.034 16.137 -5.669
C -24.588 15.245 -4.744
C -23.828 14.180 -4.237
H -20.545 14.938 -3.241
H -19.608 16.485 -1.416
H -19.642 15.846 0.917
H -20.235 14.190 2.693
H -20.703 11.777 3.203
H -21.537 10.286 1.351
H -20.983 14.689 -5.994
H -22.266 16.689 -6.794
H -24.644 16.904 -6.133
H -25.597 15.394 -4.387
H -24.235 13.442 -3.588
O -22.056 7.574 -0.707
C -22.348 6.807 0.191
Br -21.506 6.398 -8.407
C -20.530 7.935 -7.797
C -19.664 8.465 -8.741
C -18.839 9.553 -8.441
C -18.983 10.170 -7.186
C -19.854 9.661 -6.251
C -20.573 8.484 -6.507
I -21.581 7.611 -4.882
H -19.604 8.025 -9.737
H -18.095 9.827 -9.204
H -18.415 11.093 -6.939
H -20.061 10.173 -5.282
C -23.454 6.244 3.374
Te -23.071 7.930 1.950
C -21.057 7.728 3.028
C -20.983 6.492 3.840
C -19.838 5.928 4.452
C -19.919 4.768 5.196
C -21.125 4.075 5.317
C -22.263 4.577 4.765
C -22.204 5.766 3.996
H -23.837 5.530 2.585
H -24.230 6.439 4.089
H -21.002 8.663 3.665
H -20.291 7.900 2.245
H -18.861 6.450 4.331
H -19.037 4.352 5.657
H -21.137 3.165 5.871
H -23.259 4.107 4.798
C -20.863 2.058 0.139
C -22.155 2.815 0.381
C -23.051 2.211 1.454
O -21.794 4.215 0.964
B -22.286 5.157 0.092
O -22.825 4.690 -1.073
C -22.911 3.203 -1.022
C -24.377 2.893 -0.990
C -22.197 2.693 -2.272
H -20.310 1.909 1.097
H -20.210 2.557 -0.599
H -21.123 1.058 -0.247
H -22.453 1.926 2.349
H -23.548 1.276 1.110
H -23.811 2.885 1.823
H -24.945 3.347 -0.178
H -24.597 1.829 -0.980
H -24.825 3.189 -1.941
H -21.206 3.151 -2.416
H -22.796 3.008 -3.174
H -22.118 1.587 -2.329

---

What did the third record say?
The following is a quantum chemistry calculation of the ion C7H8NS with charge +1 at a distorted geometry, from the OMol25 dataset.

Results
Net charge: +1
⟨S²⟩: 2.0062
Spin multiplicity: 3
Energy relative to the best compared isomer or geometry (same formula, charge and spin), eV: 0.656
E, Eh: -724.0076

Cartesian coordinates (Å):
C 1.406 2.682 0.226
C 1.363 1.511 0.055
C -0.800 -2.306 1.175
C 0.326 -0.621 0.089
C -0.975 -0.246 -0.100
C 1.527 0.163 -0.433
C -1.562 0.845 -0.886
N 0.422 -1.800 0.785
S -1.982 -1.478 0.451
H 1.201 3.621 0.535
H -0.987 -3.119 1.870
H 2.455 -0.323 -0.230
H 1.540 0.177 -1.489
H 1.229 -2.361 1.049
H -2.633 0.720 -0.795
H -1.141 1.779 -0.312
H -1.389 0.756 -1.989